# 1
{"formula": "C61H35FeI4N5O4", "method": "ωB97M-V with the def2-TZVPD basis set", "fmax_ha_per_bohr": 0.0161, "total_energy_ha": -5374.86248, "charge": -2, "relative_energy_ev": 0.000, "symbols": ["Fe", "I", "C", "C", "C", "C", "C", "C", "C", "C", "C", "C", "C", "C", "C", "C", "C", "C", "I", "C", "C", "C", "N", "C", "C", "C", "C", "C", "C", "I", "C", "C", "C", "C", "C", "C", "N", "C", "C", "C", "C", "C", "N", "C", "C", "C", "C", "I", "C", "C", "C", "C", "N", "H", "H", "H", "H", "H", "H", "H", "H", "H", "H", "H", "H", "H", "H", "H", "H", "H", "H", "H", "H", "H", "H", "H", "H", "C", "C", "C", "C", "C", "C", "C", "C", "C", "C", "H", "H", "H", "H", "H", "H", "H", "O", "C", "O", "C", "C", "C", "C", "C", "C", "N", "O", "O", "H", "H", "H", "H"], "coordinates": [[0.04, 0.43, 0.00], [-5.00, -5.52, 5.24], [-4.03, -3.91, 4.31], [-3.65, -2.82, 5.06], [-3.01, -1.75, 4.44], [-2.74, -1.75, 3.07], [-3.14, -2.88, 2.35], [-3.78, -3.96, 2.95], [-2.02, -0.68, 2.32], [-0.80, -0.14, 2.77], [-0.38, 0.06, 4.15], [0.75, 0.78, 4.12], [1.11, 0.92, 2.72], [2.32, 1.38, 2.22], [3.27, 2.11, 3.10], [3.73, 3.37, 2.69], [4.62, 4.10, 3.46], [5.05, 3.59, 4.67], [6.39, 4.69, 5.86], [4.61, 2.35, 5.11], [3.73, 1.62, 4.32], [2.75, 1.12, 0.91], [1.97, 0.60, -0.06], [2.78, 0.27, -1.09], [2.32, -0.17, -2.33], [3.31, -0.64, -3.35], [4.22, 0.23, -3.95], [5.14, -0.22, -4.89], [5.13, -1.56, -5.25], [6.51, -2.25, -6.68], [4.23, -2.45, -4.68], [3.33, -1.98, -3.73], [0.98, -0.10, -2.74], [0.54, -0.16, -4.12], [-0.76, 0.22, -4.12], [-1.12, 0.47, -2.74], [-0.04, 0.28, -1.94], [-2.42, 0.69, -2.26], [-2.78, 0.48, -0.94], [-4.12, 0.17, -0.47], [-3.98, -0.37, 0.75], [-2.56, -0.32, 1.07], [-1.88, 0.23, 0.05], [-3.49, 0.95, -3.27], [-4.32, -0.07, -3.74], [-5.28, 0.18, -4.71], [-5.41, 1.47, -5.21], [-6.85, 1.85, -6.69], [-4.60, 2.50, -4.76], [-3.64, 2.23, -3.79], [4.16, 0.55, -0.74], [4.14, 1.12, 0.48], [0.12, 0.41, 1.94], [-3.86, -2.78, 6.12], [-2.77, -0.89, 5.04], [-2.90, -2.93, 1.29], [-4.05, -4.83, 2.36], [-0.90, -0.24, 5.04], [1.29, 1.17, 4.97], [3.36, 3.77, 1.75], [4.96, 5.08, 3.13], [4.96, 1.94, 6.06], [3.44, 0.62, 4.64], [4.20, 1.28, -3.67], [5.83, 0.47, -5.35], [4.24, -3.49, -4.96], [2.62, -2.66, -3.27], [1.14, -0.45, -4.97], [-1.42, 0.31, -4.97], [-5.03, 0.33, -1.03], [-4.76, -0.73, 1.41], [-4.19, -1.07, -3.34], [-5.91, -0.62, -5.07], [-4.72, 3.50, -5.15], [-3.00, 3.03, -3.43], [5.03, 0.35, -1.35], [4.99, 1.47, 1.05], [-1.17, 5.13, 3.06], [-1.61, 3.78, 3.03], [-1.26, 2.97, 1.99], [-0.44, 3.41, 0.91], [-0.02, 2.49, -0.12], [0.62, 3.11, -1.19], [0.92, 4.49, -1.24], [0.61, 5.32, -0.20], [-0.08, 4.79, 0.91], [-0.44, 5.62, 2.02], [-1.42, 5.77, 3.90], [-2.22, 3.40, 3.84], [-1.63, 1.95, 1.97], [0.96, 2.51, -2.03], [1.43, 4.89, -2.12], [0.88, 6.38, -0.21], [-0.12, 6.66, 2.00], [1.11, -2.52, 1.80], [0.52, -2.55, 0.71], [0.15, -1.62, -0.06], [0.12, -3.93, 0.19], [-0.16, -4.12, -1.17], [-0.46, -5.38, -1.65], [-0.51, -6.44, -0.77], [-0.27, -6.28, 0.59], [0.05, -5.01, 1.05], [-0.81, -7.79, -1.28], [-1.02, -7.92, -2.47], [-0.82, -8.71, -0.49], [-0.14, -3.25, -1.82], [-0.67, -5.55, -2.70], [-0.34, -7.13, 1.25], [0.27, -4.84, 2.10]], "mulliken_charge": [-0.113, 0.003, -0.056, -0.846, -0.304, -0.159, -0.235, -0.854, 1.397, 0.458, -1.878, -1.754, -0.361, 1.457, -0.484, -0.054, -0.811, 0.006, 0.004, -0.771, -0.348, 0.240, 1.244, -0.066, 1.447, -0.798, -0.068, -0.732, 0.010, 0.012, -0.784, -0.047, -0.032, -1.671, -1.933, 0.016, 1.757, 1.547, -0.094, -1.527, -1.544, -0.167, 1.558, -1.267, 0.236, -0.729, 0.009, 0.015, -0.734, -0.059, -1.619, -1.641, 0.943, 0.378, 0.425, 0.621, 0.378, 0.285, 0.707, 0.514, 0.375, 0.357, 0.644, 0.540, 0.351, 0.386, 0.589, 0.524, 0.492, 0.562, 0.622, 0.493, 0.358, 0.372, 0.575, 0.573, 0.500, -0.771, -0.541, -0.404, 0.397, 1.490, -0.211, -1.140, -1.182, 1.214, -0.851, 0.357, 0.412, 0.226, 0.055, 0.413, 0.272, 0.341, -0.785, -0.190, -0.493, 0.035, -0.166, -0.584, -0.035, -0.599, -0.451, 1.003, -0.641, -0.644, 0.565, 0.480, 0.479, 0.512]}

***

# 2
{"formula": "C61H37I2N9O7SSr", "method": "ωB97M-V with the def2-TZVPD basis set", "fmax_ha_per_bohr": 0.0492, "total_energy_ha": -4390.70254, "charge": -2, "symbols": ["Sr", "C", "C", "C", "C", "C", "C", "C", "C", "C", "C", "C", "N", "C", "C", "C", "C", "C", "C", "C", "C", "C", "C", "C", "C", "C", "N", "C", "C", "C", "C", "C", "C", "C", "C", "C", "C", "C", "C", "N", "C", "C", "N", "C", "C", "C", "C", "C", "C", "H", "H", "H", "H", "H", "H", "H", "H", "H", "H", "H", "H", "H", "H", "H", "H", "H", "H", "H", "H", "H", "H", "H", "H", "H", "H", "H", "H", "O", "C", "O", "C", "C", "C", "C", "C", "C", "O", "N", "O", "O", "N", "O", "O", "H", "H", "N", "C", "C", "C", "C", "C", "C", "N", "C", "C", "C", "S", "C", "N", "H", "H", "H", "H", "H", "H", "H", "I", "I"], "coordinates": [[-0.09, -0.65, -0.45], [-3.92, 1.54, -7.14], [-3.67, 2.36, -6.05], [-3.00, 1.86, -4.93], [-2.57, 0.54, -4.88], [-2.83, -0.28, -5.98], [-3.50, 0.21, -7.10], [-1.86, -0.02, -3.67], [-0.45, -0.07, -3.74], [0.35, 0.45, -4.84], [1.64, 0.16, -4.55], [1.65, -0.55, -3.27], [0.37, -0.63, -2.81], [2.76, -1.21, -2.72], [2.77, -2.12, -1.63], [3.87, -3.01, -1.29], [3.43, -3.82, -0.30], [2.06, -3.41, -0.01], [1.19, -4.09, 0.86], [1.78, -5.29, 1.55], [1.59, -6.57, 1.03], [2.14, -7.68, 1.66], [2.90, -7.52, 2.82], [3.09, -6.25, 3.34], [2.53, -5.14, 2.71], [-0.18, -3.85, 1.06], [-0.92, -2.91, 0.43], [-2.20, -3.08, 0.82], [-3.33, -2.41, 0.29], [-4.64, -2.66, 0.97], [-5.65, -3.44, 0.40], [-6.85, -3.65, 1.07], [-7.07, -3.08, 2.32], [-6.07, -2.31, 2.90], [-4.87, -2.10, 2.23], [-3.34, -1.58, -0.84], [-4.55, -1.07, -1.49], [-4.14, -0.44, -2.62], [-2.68, -0.54, -2.64], [-2.25, -1.20, -1.54], [-2.28, -4.14, 1.82], [-1.03, -4.63, 1.95], [1.73, -2.35, -0.80], [4.07, -0.98, -3.42], [4.68, -1.97, -4.19], [5.89, -1.73, -4.84], [6.51, -0.49, -4.73], [5.90, 0.51, -3.97], [4.70, 0.27, -3.33], [-4.43, 1.92, -8.01], [-3.99, 3.39, -6.06], [-2.81, 2.51, -4.08], [-2.51, -1.31, -5.94], [-3.69, -0.45, -7.94], [-0.03, 0.94, -5.72], [2.51, 0.37, -5.16], [4.85, -3.02, -1.76], [3.96, -4.62, 0.19], [1.00, -6.68, 0.13], [1.99, -8.67, 1.24], [3.33, -8.39, 3.31], [3.67, -6.12, 4.25], [2.66, -4.15, 3.13], [-5.47, -3.88, -0.57], [-7.62, -4.26, 0.61], [-8.00, -3.24, 2.84], [-6.22, -1.86, 3.87], [-4.08, -1.50, 2.68], [-5.56, -1.18, -1.13], [-4.76, 0.05, -3.35], [-3.18, -4.48, 2.32], [-0.70, -5.44, 2.60], [4.19, -2.93, -4.28], [6.34, -2.51, -5.43], [7.45, -0.30, -5.23], [6.38, 1.48, -3.87], [4.23, 1.04, -2.73], [-3.09, 1.38, 0.55], [-2.21, 1.18, 1.36], [-1.40, 0.12, 1.24], [-1.94, 2.16, 2.47], [-2.96, 2.49, 3.30], [-2.78, 3.51, 4.26], [-1.60, 4.22, 4.34], [-0.59, 3.94, 3.46], [-0.66, 2.89, 2.45], [0.22, 2.62, 1.63], [0.60, 4.80, 3.57], [0.84, 5.32, 4.65], [1.27, 4.98, 2.58], [-3.87, 3.86, 5.15], [-4.88, 3.17, 5.12], [-3.71, 4.75, 5.97], [-3.91, 1.98, 3.23], [-1.48, 5.00, 5.07], [3.40, 2.88, -0.67], [4.36, 2.06, -0.11], [5.71, 2.25, 0.18], [6.39, 1.17, 0.72], [5.73, -0.05, 0.98], [4.39, -0.22, 0.69], [3.70, 0.86, 0.13], [2.36, 0.95, -0.26], [2.24, 2.16, -0.72], [0.99, 2.70, -1.28], [0.80, 3.86, -1.95], [-0.85, 4.00, -2.37], [-1.17, 2.49, -1.63], [-0.12, 1.91, -1.12], [3.47, 3.87, -0.84], [6.21, 3.19, -0.01], [7.44, 1.27, 0.96], [6.29, -0.86, 1.41], [3.88, -1.15, 0.89], [1.52, 4.63, -2.20], [-2.17, 2.06, -1.58], [0.03, -0.66, 2.79], [1.78, -1.90, 4.75]], "mulliken_charge": [2.405, -0.342, -0.822, 0.250, -0.660, 0.272, -0.738, 0.671, 0.557, -1.372, -1.614, 0.437, -0.167, 1.182, 0.158, -1.168, -1.409, -0.054, 1.312, -0.631, 0.239, -0.798, -0.313, -0.829, 0.354, 0.561, 0.467, 0.183, 1.181, -0.799, 0.108, -0.788, -0.369, -0.847, -0.046, 0.521, -1.416, -1.409, -0.041, -0.044, -1.397, -1.718, 0.106, -1.053, -0.258, -0.766, -0.471, -0.798, 0.179, 0.344, 0.403, 0.276, 0.445, 0.369, 0.503, 0.499, 0.569, 0.451, 0.450, 0.350, 0.349, 0.398, 0.135, 0.438, 0.375, 0.354, 0.411, 0.524, 0.544, 0.448, 0.464, 0.477, 0.496, 0.378, 0.358, 0.401, 0.455, -0.710, 0.010, 0.597, -0.041, -0.241, -0.777, -0.499, -0.546, 0.299, -0.337, 0.962, -0.675, -0.568, 1.030, -0.677, -0.690, 0.675, 0.587, 0.253, 0.526, -1.434, -0.476, -0.949, -0.486, 0.063, 1.158, -0.159, -1.372, -0.447, -0.327, -1.129, 1.935, 0.239, 0.428, 0.391, 0.455, 0.493, 0.472, 0.442, 0.335, -0.479]}

***

no.,LUMO level (eV),HOMO level (Ha)
1,2.95,-0.0685
2,3.40,-0.0831